No. 1
Below is 11 unconnected molecules or ions with the total composition C25H54N4O29, with properties calculated with ωB97M-V/def2-TZVPD.

Its total charge is 0. Its SMILES is C[N+](=O)[O-].C[N+](=O)[O-].C[N+](=O)[O-].C[N+](=O)[O-].COC(=O)OC.COC(=O)OC.COC(=O)OC.COC(=O)OC.COC(=O)OC.COC(=O)OC.COC(=O)OC. Its HOMO-LUMO gap is 9.79 eV. Its energy relative to the best compared isomer or geometry (same formula, charge and spin) is 4.203 eV. As for the total energy: -3385.47708 Eh. For the LUMO energy, the calculation gives -0.18 eV.

Geometry (Å):
C -0.91771 1.11838 -4.23857
O 0.51841 0.94696 -4.65023
C 0.81660 0.13577 -5.73008
O -0.03550 -0.24570 -6.64315
O 2.11320 0.02156 -5.83719
C 2.77713 -0.60548 -6.90843
H -1.38493 2.08334 -4.43523
H -0.99072 1.05889 -3.15265
H -1.59803 0.40514 -4.70391
H 3.61319 -0.09136 -7.38254
H 2.17159 -0.79916 -7.79382
H 3.02829 -1.61536 -6.58411
C 2.89716 0.62128 -2.49945
O 4.04479 1.37688 -2.14371
C 4.04255 2.27623 -1.13065
O 3.03053 2.52503 -0.44721
O 5.26589 2.86879 -1.14470
C 5.58371 3.91388 -0.15577
H 2.98697 0.23476 -3.51466
H 1.99969 1.23585 -2.56982
H 2.71481 -0.15599 -1.75737
H 6.14276 4.69286 -0.67417
H 6.15792 3.70775 0.74749
H 4.64255 4.30711 0.22854
C 1.24438 3.55549 6.05358
O 0.55344 4.00468 4.93627
C 1.06050 3.92964 3.71919
O 2.12604 3.43664 3.42796
O 0.18589 4.36824 2.75566
C 0.35238 4.00264 1.33002
H 0.99872 2.52774 6.32092
H 0.81260 4.02661 6.93660
H 2.31344 3.70737 6.20239
H 1.42575 3.97756 1.14200
H -0.08926 4.72210 0.64051
H -0.05083 3.01537 1.10460
C 2.44132 0.66972 1.89972
O 3.03889 -0.47323 1.37797
C 4.22704 -0.84974 1.72543
O 5.07276 -0.10439 2.24899
O 4.28063 -2.19391 1.51166
C 5.47743 -2.94006 1.89489
H 2.09277 0.48126 2.91516
H 1.56972 0.87010 1.27661
H 3.02852 1.58749 1.93091
H 5.25703 -3.15629 2.94025
H 6.35884 -2.33211 1.69090
H 5.44609 -3.85973 1.31065
C -3.56857 -2.94699 -5.87884
O -4.10275 -1.81044 -5.24885
C -3.82249 -1.57744 -3.92389
O -3.02371 -2.18908 -3.22195
O -4.41882 -0.38390 -3.58139
C -4.19025 0.29298 -2.38518
H -3.78689 -3.88393 -5.36642
H -2.50800 -2.70621 -5.95172
H -4.02042 -3.01267 -6.86860
H -4.69568 1.25150 -2.50302
H -3.14485 0.54510 -2.20719
H -4.48465 -0.33306 -1.54286
C 3.73965 -6.01977 4.63099
O 2.34054 -5.84378 4.39876
C 1.83067 -4.70132 4.01645
O 2.49540 -3.70073 3.79169
O 0.45591 -4.77145 3.89212
C -0.08655 -3.70496 3.14300
H 3.89099 -5.52568 5.59071
H 4.39020 -5.52465 3.91005
H 3.98470 -7.07864 4.71382
H -1.17243 -3.79769 3.16205
H 0.19325 -3.76984 2.09152
H 0.14012 -2.74819 3.61343
C -3.95517 -2.23072 2.86023
O -3.90117 -0.86688 3.34286
C -2.71945 -0.49813 3.88317
O -1.72300 -1.16712 4.17937
O -2.82318 0.88519 4.02651
C -1.93260 1.62223 4.81490
H -3.00254 -2.75907 2.89816
H -4.31409 -2.14668 1.83445
H -4.66438 -2.90463 3.34082
H -1.09930 0.99966 5.14066
H -2.47781 1.96729 5.69341
H -1.49698 2.50852 4.35356
C -0.13465 -2.95524 -4.04681
N 0.96014 -3.91867 -4.22353
O 1.28244 -4.08790 -5.38351
O 1.34029 -4.60127 -3.25666
H -0.12303 -2.37846 -4.97163
H 0.25915 -2.23646 -3.32821
H -1.03539 -3.53236 -3.83775
C -1.33778 -0.10056 0.63649
N -0.67524 -0.96915 -0.42046
O -0.08724 -0.38861 -1.34917
O -0.73444 -2.20122 -0.24171
H -0.58518 0.19774 1.36635
H -2.18122 -0.63100 1.07846
H -1.63359 0.73888 0.00725
C -6.29465 1.60444 1.95820
N -4.98731 1.83293 1.36958
O -4.42597 0.87538 0.85856
O -4.47560 2.90860 1.49509
H -6.17337 0.88223 2.76554
H -7.03045 1.30760 1.21081
H -6.63109 2.51668 2.45087
C -2.43113 5.05311 -1.92765
N -2.24564 3.55003 -1.72950
O -1.12678 3.12349 -1.53119
O -3.22017 2.83985 -1.77142
H -2.74708 5.33811 -2.93117
H -1.42715 5.44987 -1.77700
H -3.26840 5.32283 -1.28396

No. 2
Below is a molecular structure, C25H55CoGeN3O5Sb, with properties calculated with ωB97M-V/def2-TZVPD.

Its total charge is +3. Its HOMO-LUMO gap (alpha / beta) is 6.85 / 6.24 eV. The spin multiplicity is 6. As for the total energy: -5224.85231 Eh. For the LUMO energy (alpha / beta), the calculation gives -10.10 / -10.99 eV.

Geometry (Å):
Co 0.28897 -0.03829 0.48296
C 0.84050 -3.95390 2.04641
C 1.56268 -2.66801 1.66707
C 2.54098 -2.25627 2.77797
C 2.24719 -2.82851 0.32130
O 0.54089 -1.62896 1.52593
Ge -1.33495 -1.72796 2.04908
O -1.55180 -1.34268 0.30816
C -2.67844 -1.67536 -0.56858
C -3.84862 -2.15843 0.27510
C -3.06109 -0.41691 -1.32878
C -2.20113 -2.76770 -1.50922
O -0.58989 0.66616 1.88318
C -0.94609 1.77423 2.74273
C 0.14114 2.83191 2.69485
C -1.09924 1.21651 4.15077
C -2.27799 2.31650 2.22386
H 1.55643 -4.76588 2.17225
H 0.31017 -3.84111 2.99488
H 0.13153 -4.24791 1.26738
H 3.57844 -2.41043 2.47733
H 2.38762 -1.21010 3.05632
H 2.38217 -2.83090 3.68952
H 2.98250 -3.63129 0.36611
H 1.51121 -3.07602 -0.44588
H 2.75113 -1.90535 0.01681
H -4.18938 -1.37902 0.96075
H -4.68864 -2.42830 -0.36377
H -3.58329 -3.04863 0.85309
H -3.29198 0.39661 -0.63917
H -2.24149 -0.09044 -1.97322
H -3.94028 -0.60263 -1.94533
H -1.94469 -3.67607 -0.96218
H -2.98515 -3.01567 -2.22538
H -1.31283 -2.43694 -2.05638
H 1.08980 2.42495 3.05172
H 0.27219 3.21342 1.68362
H -0.13206 3.66641 3.33967
H -0.16566 0.77533 4.50251
H -1.37580 2.02547 4.82645
H -1.88494 0.46166 4.19730
H -2.16706 2.74557 1.22722
H -3.02867 1.52686 2.18123
H -2.62842 3.08954 2.90700
C -2.07718 -1.52474 -6.38216
C -0.57995 -1.47011 -6.08649
Sb -0.11478 -0.45739 -4.28370
C 2.01195 -0.57865 -4.26000
C 2.68427 0.05690 -5.47890
C -0.87325 1.51468 -4.55987
C -0.04879 2.33716 -5.54935
H -2.23839 -2.07624 -7.30833
H -2.50549 -0.53313 -6.52735
H -2.62970 -2.04658 -5.60149
H -0.01938 -0.89210 -6.82656
H -0.13730 -2.45960 -5.97854
H 2.20171 -1.65217 -4.21341
H 2.33626 -0.13914 -3.31823
H 2.36949 -0.41046 -6.41116
H 3.76203 -0.09349 -5.40067
H 2.50507 1.12540 -5.55331
H -0.91055 1.96879 -3.57143
H -1.89141 1.34353 -4.90959
H 0.95133 2.54900 -5.17732
H -0.54888 3.29506 -5.70131
H 0.03240 1.86168 -6.52678
C 6.34089 0.95989 1.28898
C 5.34194 -0.14361 1.58975
N 3.98702 0.32272 1.26306
C 3.71403 1.34784 0.47065
N 2.34461 1.60440 0.30852
C 2.00823 2.77069 -0.47161
C 3.06890 3.85431 -0.44411
C 4.38163 3.26274 -0.89780
N 4.66213 2.03839 -0.13162
C 6.04978 1.53658 -0.08772
H 7.35244 0.55989 1.31564
H 6.27207 1.74956 2.03852
H 5.35795 -0.42457 2.64137
H 5.55658 -1.03774 1.00057
H 3.19771 -0.15265 1.67531
H 1.03749 3.12923 -0.12955
H 1.84045 2.41274 -1.50140
H 3.16480 4.24288 0.57214
H 2.78776 4.67988 -1.09549
H 5.20378 3.95513 -0.72576
H 4.37260 3.01809 -1.96381
H 6.71054 2.36710 -0.32318
H 6.17721 0.77810 -0.86417
O 0.85397 -0.37328 -1.24464
O 0.04168 0.65731 -1.25097

No. 3
Below is 6 unconnected molecules or ions with the total composition C25H55N6O7, with properties calculated with ωB97M-V/def2-TZVPD.

Its total charge is -1. Its HOMO-LUMO gap is 3.12 eV. Its energy relative to the best compared isomer or geometry (same formula, charge and spin) is 0.267 eV. As for the total energy: -1840.72658 Eh. For the LUMO energy, the calculation gives 1.82 eV.

Geometry (Å):
C -2.15477 5.03280 2.85255
C -1.21522 4.61981 3.98967
C -0.74936 3.15415 3.89230
C -1.58175 2.17321 4.79368
N -0.91839 0.94022 5.06405
C -1.23321 -0.06657 4.10501
C -0.12448 -0.29318 3.03347
C -0.58086 -1.13014 1.79993
C -0.40203 -0.43825 0.47794
O 0.64661 -0.42069 -0.05429
O -1.47261 0.13338 -0.15985
C -1.85505 1.40616 0.44224
C -3.16950 1.19757 1.16626
H -3.15710 4.63662 2.98110
H -1.70514 4.73171 1.91088
H -2.24755 6.12089 2.83109
H -0.33330 5.25561 3.92436
H -1.68460 4.80800 4.95192
H 0.27540 3.09824 4.24189
H -0.81391 2.81696 2.85977
H -2.56602 2.02053 4.29785
H -1.71872 2.72804 5.73391
H -1.29824 -1.01328 4.67252
H -2.22961 0.08216 3.64285
H 0.29373 0.67047 2.75982
H 0.67414 -0.82767 3.52928
H 0.08037 -1.98597 1.72736
H -1.58687 -1.53651 1.90627
H -1.94119 2.16891 -0.32368
H -1.04433 1.68457 1.10885
H -3.50890 2.10690 1.64973
H -3.03695 0.39222 1.87094
H -3.88749 0.91377 0.40363
C 4.37477 2.52059 2.00115
O 3.72948 2.12870 2.95229
N 4.01842 2.39211 0.70933
C 4.85228 2.88480 -0.37350
C 2.75924 1.73762 0.37636
H 5.34885 3.03219 2.12590
H 4.29368 3.62875 -0.95107
H 5.12517 2.06212 -1.02159
H 5.75719 3.34340 0.01450
H 1.93318 2.28312 0.83685
H 2.75519 0.72175 0.76643
H 2.62442 1.71269 -0.70208
C -4.28892 -2.05834 0.07977
O -4.96084 -1.80633 1.06349
N -4.77884 -2.27086 -1.15633
C -3.92154 -2.56835 -2.28290
C -6.21847 -2.19566 -1.34999
H -3.18977 -2.13411 0.12937
H -4.04543 -1.80504 -3.05487
H -4.18471 -3.54362 -2.70098
H -2.87935 -2.58583 -1.96997
H -6.56938 -1.20096 -1.06689
H -6.70677 -2.92900 -0.71083
H -6.47019 -2.39013 -2.39014
C 7.65609 2.13972 -3.07155
O 7.06488 2.37339 -2.03157
N 7.06734 1.98402 -4.26804
C 7.82192 1.68931 -5.47305
C 5.62159 2.11189 -4.35356
H 8.75444 2.02664 -3.11071
H 7.66343 2.48157 -6.20857
H 7.47837 0.73981 -5.88613
H 8.88521 1.62089 -5.24865
H 5.31898 3.10502 -4.01852
H 5.14472 1.37429 -3.70611
H 5.29799 1.95701 -5.37942
C 6.55195 -2.37619 -5.78902
O 6.65403 -1.30801 -6.36869
N 6.76411 -2.56305 -4.47574
C 6.62249 -3.86239 -3.84699
C 7.14658 -1.42195 -3.65906
H 6.26549 -3.30186 -6.31689
H 5.85719 -3.81525 -3.07038
H 7.57093 -4.15914 -3.39476
H 6.33308 -4.60924 -4.58332
H 6.37376 -0.65513 -3.71113
H 8.07835 -0.99613 -4.03518
H 7.27929 -1.73252 -2.62625
C -9.07598 -4.66117 0.72491
O -8.35114 -4.30032 -0.18399
N -9.04237 -4.15017 1.96648
C -9.92400 -4.61252 3.01773
C -8.07924 -3.09183 2.25735
H -9.83347 -5.45566 0.59740
H -10.53656 -3.78331 3.37837
H -9.33440 -5.00589 3.84848
H -10.57807 -5.39898 2.64526
H -8.26159 -2.23790 1.60533
H -7.06606 -3.44733 2.07236
H -8.17183 -2.78337 3.29540

No. 4
Below is 3 unconnected molecules or ions with the total composition C25H56BFN2O11PS, with properties calculated with ωB97M-V/def2-TZVPD.

Its total charge is -1. Its HOMO-LUMO gap is 6.63 eV. As for the total energy: -2787.59687 Eh. For the LUMO energy, the calculation gives 2.06 eV.

Geometry (Å):
C 6.31299 1.54528 -0.15987
O 5.95573 0.21586 -0.44938
C 5.77098 -0.00458 -1.83606
C 5.60513 -1.50368 -2.08962
C 4.19817 -1.89884 -2.57866
C 3.59593 -3.07003 -1.80132
C 2.20899 -3.47428 -2.33106
C 1.05013 -3.03510 -1.41451
C -0.14911 -2.38058 -2.14318
C -0.31655 -0.91649 -1.73129
P -1.58472 0.14983 -2.68311
C -2.78319 -1.27172 -3.12220
C -4.15840 -0.75902 -3.50163
F -2.29676 -2.01381 -4.23280
O -0.65914 1.59518 -2.15393
C -0.88953 1.94675 -0.81075
B -0.38508 3.44723 -0.70814
N 0.81767 3.66709 0.10157
O -0.96683 4.52575 -1.34443
C -2.29427 1.46683 -0.41295
C -2.55416 1.26986 1.09363
C -1.84342 0.13298 1.84607
O -0.41970 0.14781 1.74537
C -2.33053 -1.26961 1.46878
N -3.29189 -1.79688 2.45859
S -3.67463 2.69054 -0.93262
C -3.58825 4.10699 0.17704
O -3.49477 3.18602 -2.27407
O -4.92560 2.02012 -0.61946
O -2.59497 0.36521 -1.14767
H 7.13645 1.89398 -0.79715
H 5.46177 2.21735 -0.32887
H 6.60357 1.60836 0.88703
H 4.86051 0.52346 -2.15905
H 6.61955 0.42328 -2.38932
H 5.81295 -2.00954 -1.14236
H 6.35028 -1.83412 -2.81758
H 3.53031 -1.03959 -2.45822
H 4.24366 -2.17267 -3.63659
H 4.29523 -3.91377 -1.80495
H 3.49918 -2.74868 -0.75752
H 2.06299 -3.04784 -3.32824
H 2.18948 -4.56386 -2.43096
H 1.42985 -2.32352 -0.67172
H 0.69624 -3.90006 -0.84373
H -1.04698 -2.96020 -1.91739
H 0.01681 -2.44069 -3.22286
H 0.64907 -0.42998 -1.92827
H -0.47000 -0.87921 -0.64890
H -0.79032 0.03957 -3.87932
H -2.46547 1.05386 -3.34760
H -2.89840 -1.97537 -2.29123
H -4.49653 -0.01905 -2.77475
H -4.12438 -0.30218 -4.49378
H -4.88563 -1.57895 -3.51328
H -0.18075 1.37429 -0.19477
H 1.06336 4.65017 0.15986
H 1.61996 3.14037 -0.22478
H -0.32392 5.01862 -1.86784
H -3.62707 1.07080 1.19204
H -2.34611 2.20494 1.62768
H -2.09390 0.28641 2.90927
H -0.10844 1.03825 1.95524
H -1.44933 -1.91781 1.44197
H -2.76175 -1.26196 0.46808
H -4.10286 -2.18149 1.98969
H -3.65557 -1.05411 3.04421
H -3.64776 4.99831 -0.44471
H -2.65966 4.13151 0.74400
H -4.43836 4.05244 0.85492
O -5.03613 -2.98057 4.59809
C -4.35454 -3.96546 4.61582
O -4.95204 -5.15871 4.36394
C -4.20540 -6.36229 4.17748
C -3.86776 -7.04008 5.48968
C -2.88609 -3.91658 4.95468
H -3.31639 -6.17356 3.57508
H -4.86219 -6.99787 3.58477
H -3.22084 -6.41687 6.10697
H -3.35695 -7.98599 5.30439
H -4.77969 -7.24026 6.05252
H -2.78561 -3.92161 6.04116
H -2.50980 -2.97830 4.55607
H -2.29736 -4.73128 4.54350
O 5.82559 4.44010 1.19297
C 4.68706 4.60800 0.85165
O 4.43660 4.79587 -0.46238
C 3.10946 4.80978 -1.00294
C 2.45617 6.17098 -0.89531
C 3.55011 4.65439 1.84561
H 2.50390 4.02851 -0.54317
H 3.24248 4.53458 -2.04772
H 2.32361 6.47340 0.14384
H 1.47668 6.15452 -1.37469
H 3.07266 6.92218 -1.38884
H 3.48989 5.66677 2.24588
H 3.79406 3.97626 2.65876
H 2.58023 4.37808 1.44157

No. 5
Below is a molecular structure, C25H56BrIN4O5PSi, with properties calculated with ωB97M-V/def2-TZVPD.

Its total charge is +1. Its HOMO-LUMO gap is 8.13 eV. Its energy relative to the best compared isomer or geometry (same formula, charge and spin) is 0.855 eV. As for the total energy: -5083.75616 Eh. For the LUMO energy, the calculation gives -2.50 eV.

Geometry (Å):
C 5.14913 1.99412 0.59429
C 4.72183 1.79137 -0.87092
C 3.89292 0.52686 -1.03932
C 2.47715 0.66837 -0.46150
C 2.28274 0.04722 0.93021
C 0.79837 -0.22329 1.21775
C -0.07192 0.96014 0.84291
C -1.46041 0.93981 1.43916
C -2.32781 -0.15881 0.81911
C -2.69999 -0.19301 -0.66775
C -1.59626 -0.56697 -1.66473
Br -2.06711 -2.17474 -2.68513
O -1.38398 0.53705 2.82968
C -2.62724 0.82123 3.41035
I -2.63970 1.03850 5.52234
C -3.20713 1.97358 2.53937
N -1.99323 2.33395 1.67533
P -1.07286 3.35168 2.90233
O 0.34616 3.04867 3.03072
Si -2.19660 3.59553 0.33493
C -0.61100 4.57692 0.05061
C -2.53477 2.93422 -1.38271
C -3.66310 4.68908 0.75610
H 5.45670 1.04135 1.01253
H 4.36738 2.46334 1.18447
H 6.00405 2.66241 0.62296
H 5.60135 1.76059 -1.50022
H 4.08159 2.62724 -1.14332
H 4.42863 -0.34910 -0.69488
H 3.77586 0.40307 -2.11414
H 2.23560 1.72669 -0.44815
H 1.79649 0.15114 -1.13757
H 2.66628 0.73504 1.67923
H 2.83249 -0.88335 0.98895
H 0.70082 -0.48872 2.26414
H 0.52538 -1.10134 0.62970
H -0.19946 1.05251 -0.23164
H 0.46476 1.86453 1.11792
H -3.26942 -0.31944 1.32746
H -1.77294 -1.06682 1.02007
H -3.41193 -1.00726 -0.74344
H -3.29539 0.64952 -0.99267
H -1.50202 0.19645 -2.42127
H -0.64686 -0.79965 -1.21173
H -3.35639 0.03251 3.28881
H -3.98031 1.66862 1.84218
H -3.62483 2.83364 3.05167
H -1.69367 3.22990 4.15289
H -1.39550 4.67762 2.56826
H -0.39585 5.31166 0.82120
H 0.26390 3.94470 -0.06300
H -0.80561 5.13790 -0.85478
H -3.56747 2.64768 -1.55372
H -2.32556 3.74994 -2.06776
H -1.87243 2.13217 -1.68361
H -4.52716 4.05417 0.93220
H -3.88652 5.21005 -0.16794
H -3.50304 5.37485 1.57781
C 5.25313 -2.92913 -2.47819
C 6.46225 -2.02587 -2.44179
O 6.37919 -0.84690 -2.12367
N 7.66374 -2.56394 -2.77651
C 7.95431 -3.92821 -3.17583
H 4.37558 -2.36283 -2.19075
H 5.09673 -3.31955 -3.47893
H 5.37796 -3.75882 -1.78139
H 8.42672 -1.90661 -2.73128
H 8.66855 -4.37328 -2.48130
H 8.39262 -3.93605 -4.17526
H 7.05209 -4.52963 -3.18380
C 1.66086 -2.94927 -5.40654
C 2.41808 -4.06947 -4.73470
O 2.80346 -3.98691 -3.57756
N 2.66350 -5.18660 -5.46602
C 2.28968 -5.46227 -6.84227
H 1.54690 -2.13516 -4.69748
H 2.20720 -2.58296 -6.27648
H 0.67065 -3.28546 -5.71582
H 3.17005 -5.89553 -4.95893
H 1.65450 -6.34810 -6.88161
H 3.18403 -5.65035 -7.43762
H 1.75148 -4.62607 -7.27404
C -8.90464 -0.43353 5.15683
C -7.45943 -0.10124 4.88567
O -7.07104 0.29378 3.79290
N -6.57186 -0.25113 5.90122
C -6.80366 -0.69883 7.26305
H -9.47656 -0.26148 4.25080
H -9.01039 -1.47982 5.44464
H -9.30261 0.20169 5.94863
H -5.63982 -0.00436 5.61649
H -6.50340 0.08067 7.96490
H -6.21280 -1.59352 7.46380
H -7.85108 -0.92831 7.42302